## one
The following is a quantum chemistry calculation of a cluster of 2 separate species, C7H14O in total, from OMol25.

Last column: Löwdin charge in e.
Element x y z (Å)
C (2.040, -1.703, 1.059)  -0.0140
H (-2.458, -1.043, -0.696)  0.1048
C (0.754, -0.082, -0.167)  -0.1275
H (1.958, 5.542, 2.054)  0.0882
H (-1.078, -2.158, 1.243)  0.0612
H (-0.882, -3.307, -0.090)  0.0642
H (1.286, 6.255, 0.918)  0.0589
C (1.754, -1.050, -0.041)  -0.2357
H (-0.553, 1.714, -1.699)  0.0992
H (1.012, 1.073, -0.139)  0.1529
C (-1.447, -2.492, 0.308)  -0.0808
C (-1.383, -1.336, -0.729)  -0.2253
C (-1.267, 1.002, -1.154)  -0.0815
C (-0.517, -0.175, -0.588)  -0.3351
H (1.654, -1.317, 2.043)  0.0803
H (2.161, -1.405, -1.062)  0.1403
H (-1.354, -1.752, -1.841)  0.1610
H (2.780, -2.543, 1.197)  0.0710
H (-1.738, 1.671, -0.423)  0.0857
H (-1.958, 0.642, -1.883)  0.0567
O (1.587, 5.302, 1.105)  -0.1477
H (-2.352, -2.837, 0.584)  0.0231

Orbital gap (eV): 9.47
HOMO energy (eV): -8.68
SMILES string: C=C/C=C(/C)CC.O

=====

## two
The following is a quantum chemistry calculation of an isolated molecule of C7H14O, from OMol25.

Last column: Löwdin charge in e.
Element x y z (Å)
C (1.240, 0.748, 0.072)  -0.1371
H (0.433, 0.931, 2.053)  0.0871
H (-1.941, -3.106, 0.834)  0.0929
H (-1.451, -0.127, 0.238)  0.0396
H (2.371, 1.149, -0.183)  0.1688
H (-2.777, -2.077, -0.455)  0.0592
H (-0.187, -1.325, 2.577)  0.1079
H (1.429, 3.053, -1.390)  0.1146
H (-2.345, -0.761, 1.634)  0.1220
C (-1.460, -0.891, 0.956)  -0.2668
C (-1.908, -2.162, 0.192)  -0.1290
H (-1.276, -2.521, -0.637)  0.0640
H (0.305, -1.860, 1.178)  0.0854
C (0.356, 1.018, -0.921)  -0.0418
C (0.856, 2.212, -1.849)  -0.2319
H (1.847, 0.207, 1.911)  0.1178
H (2.340, 1.158, -2.557)  0.0359
H (0.088, 2.485, -2.671)  0.1314
O (1.894, 1.935, -2.809)  -0.1194
H (-0.610, 0.575, -1.098)  0.0814
C (0.883, 0.309, 1.367)  -0.2030
C (-0.086, -0.949, 1.560)  -0.1791

Orbital gap (eV): 9.89
HOMO energy (eV): -9.08
SMILES string: CCCC/C=C/CO

=====

## three
The following is a quantum chemistry calculation of a cluster of 2 separate species, C7H14O in total, from OMol25.

Last column: Löwdin charge in e.
Element x y z (Å)
H (0.053, -4.957, 0.172)  0.0645
H (5.561, 4.065, -0.315)  0.0168
H (0.727, -2.676, 1.066)  0.1146
C (0.587, -2.821, -0.024)  -0.2521
H (1.518, -2.925, -0.600)  0.1087
C (-2.299, 2.737, 0.273)  -0.1278
H (-1.717, 1.075, 1.726)  0.1024
C (-1.703, 1.416, 0.695)  -0.1509
H (-3.083, 2.741, -0.498)  0.0724
H (-0.948, -1.724, -1.219)  0.1076
H (-1.264, -3.841, 0.111)  0.0676
C (-0.107, -0.410, 0.130)  -0.1270
C (-0.910, 0.798, -0.196)  -0.1452
H (4.061, 4.421, -0.051)  0.0329
O (4.865, 4.053, 0.325)  -0.0497
C (-0.231, -1.618, -0.418)  -0.1388
C (-0.288, -4.052, -0.321)  -0.1256
H (-0.761, 1.262, -1.183)  0.1146
H (0.633, -0.077, 0.870)  0.1159
H (-2.697, 3.336, 1.085)  0.0589
H (-1.540, 3.341, -0.241)  0.0697
H (-0.455, -4.146, -1.389)  0.0703

Orbital gap (eV): 9.71
HOMO energy (eV): -8.84
SMILES string: C/C=C/C=C/CC.O

=====

## four
The following is a quantum chemistry calculation of an isolated molecule of C7H14O, from OMol25.

Last column: Löwdin charge in e.
Element x y z (Å)
C (-1.680, 1.241, 0.189)  -0.1700
H (-0.994, -1.426, 1.233)  0.1415
O (0.296, -1.682, -0.318)  -0.2433
C (-2.080, -0.178, -0.261)  -0.2321
C (1.345, 1.493, 0.033)  -0.1272
H (1.122, -0.902, 1.466)  0.1248
C (2.212, 0.140, -0.356)  -0.1977
H (-2.109, -0.237, -1.393)  0.1209
C (-1.085, -1.418, 0.081)  -0.2076
H (-0.346, 0.317, -1.177)  0.1107
C (-0.212, 0.928, -0.248)  -0.2237
H (1.884, -0.138, -1.623)  0.1868
C (1.472, -1.014, 0.404)  -0.2160
H (1.694, 2.360, -0.692)  0.1009
H (-0.169, 0.127, 0.294)  -0.0626
H (-3.065, -0.602, 0.037)  0.1108
H (-1.707, 1.372, 1.339)  0.1126
H (3.343, 0.041, -0.237)  0.1047
H (2.143, -1.938, 0.541)  0.1269
H (-2.432, 2.238, -0.095)  0.1631
H (1.860, 1.625, 1.164)  0.1447
H (-1.494, -2.349, -0.381)  0.1318

Orbital gap (eV): 10.62
HOMO energy (eV): -9.47
SMILES string: C1CCCOCCC1

=====

Structures ranked by computed energy, the most stable listed first: three, one, two, four.

=====

## one
The following is a quantum chemistry calculation of an isolated molecule of C2HBr2FO, from OMol25.

Last column: Löwdin charge in e.
Element x y z (Å)
C (0.110, -0.090, 0.579)  -1.0101
O (0.335, 0.165, -1.829)  0.1292
F (-1.646, 0.252, -0.811)  0.0811
H (-0.812, -0.359, 1.076)  0.0532
Br (1.122, 1.621, 0.861)  0.6913
Br (1.198, -1.625, 0.948)  0.7069
C (-0.306, 0.037, -0.823)  -0.6517

Orbital gap (eV): 10.33
HOMO energy (eV): -10.97
SMILES string: O=C(F)C(Br)Br

=====

## two
The following is a quantum chemistry calculation of a structure of composition C2HBr2FO, from OMol25.

Last column: Löwdin charge in e.
Element x y z (Å)
C (0.527, -0.183, -0.320)  -0.8320
Br (0.579, -0.937, -2.109)  0.7704
H (-1.505, 0.356, 0.177)  0.0649
Br (-0.514, -1.857, 1.208)  0.3197
C (-0.515, 0.726, 0.180)  -0.4387
O (-0.322, 1.793, 0.709)  0.0964
F (1.751, 0.102, 0.156)  0.0193

Orbital gap (alpha / beta) (eV): 8.33 / 8.32
HOMO energy (alpha / beta) (eV): -10.57 / -10.57

=====

Structures ranked by computed energy, the most stable listed first: one, two.

=====

## one
The following is a quantum chemistry calculation of an isolated molecule of C4H8N2, from OMol25.

Last column: Löwdin charge in e.
Element x y z (Å)
H (0.715, -0.119, 2.314)  0.1062
C (0.847, 0.621, 0.184)  -0.1739
H (-0.805, -1.032, -2.150)  0.1892
H (-0.898, 0.791, 1.874)  0.1835
C (-0.107, 0.728, -1.023)  -0.2691
H (-0.795, 1.617, -1.064)  0.1154
H (0.650, 0.969, -1.933)  0.1463
C (-0.641, -1.317, 0.117)  -0.2738
H (-0.821, -2.469, -0.067)  0.1442
H (1.544, -0.180, -0.026)  0.1183
C (0.118, 0.229, 1.494)  -0.2798
H (1.178, 1.679, 0.203)  0.1086
N (-0.593, -0.598, -1.127)  -0.0523
N (-0.393, -0.918, 1.204)  -0.0628

Orbital gap (eV): 9.29
HOMO energy (eV): -8.35
SMILES string: C1=NCCCN1

=====

## two
The following is a quantum chemistry calculation of a structure of composition C4H8N2, from OMol25.

Last column: Löwdin charge in e.
Element x y z (Å)
C (-1.104, -1.097, -0.707)  -0.0323
H (-0.434, -1.839, -0.179)  0.1151
H (-0.760, -0.694, -1.574)  0.0369
C (-0.968, 0.199, 0.104)  -0.2257
H (1.951, -0.580, -0.704)  0.0765
H (2.741, 0.844, -0.097)  0.0981
N (0.681, 1.047, -0.581)  -0.0580
H (0.698, 2.029, -0.096)  0.1180
H (-2.075, -1.437, -0.825)  0.0581
H (1.480, -0.053, 0.893)  0.0617
C (1.744, 0.323, -0.095)  -0.2761
N (-1.342, 0.026, 2.574)  0.1783
C (-1.030, 0.206, 1.477)  -0.2683
H (-1.583, 1.026, -0.189)  0.1177

Orbital gap (eV): 9.68
HOMO energy (eV): -9.33

=====

Structures ranked by computed energy, the most stable listed first: two, one.

=====

## one
The following is a quantum chemistry calculation of a cluster of 3 separate species, C4H8N2 in total, from OMol25.

Last column: Löwdin charge in e.
Element x y z (Å)
H (0.341, 0.765, 1.082)  0.1261
C (0.506, 0.529, 0.021)  -0.4832
H (0.860, 1.543, -0.493)  0.1909
C (1.883, 0.306, -0.356)  -0.0017
C (-1.916, -0.133, 1.262)  -0.2221
H (2.090, 0.176, -1.415)  0.0790
H (1.520, -1.467, -0.278)  0.0923
H (0.690, -1.505, -0.424)  0.1121
N (-0.384, -0.209, -0.677)  -0.0973
C (-1.754, -0.190, -0.210)  -0.2426
H (2.688, 0.660, 0.284)  0.0816
H (-2.262, -1.088, -0.577)  0.1144
N (-1.966, -0.054, 2.416)  0.1344
H (-2.296, 0.667, -0.634)  0.1161

Orbital gap (eV): 9.02
HOMO energy (eV): -9.00

=====

## two
The following is a quantum chemistry calculation of an isolated molecule of C4H8N2, from OMol25.

Last column: Löwdin charge in e.
Element x y z (Å)
C (-0.024, 0.906, -0.303)  -0.2709
H (2.397, 1.311, 0.022)  0.0778
C (1.436, -0.439, 0.318)  -0.1878
N (1.572, 0.895, 0.460)  0.0207
C (-0.836, -1.661, -0.229)  -0.0716
H (-0.313, -2.619, -0.284)  0.0719
H (0.255, 1.326, -1.267)  0.1320
H (-1.783, 1.116, 0.831)  0.0925
H (-1.470, -1.551, -1.113)  0.0708
H (-1.506, -1.717, 0.638)  0.0669
N (-1.043, 1.583, 0.332)  0.0850
C (0.143, -0.539, -0.092)  -0.2874
H (2.212, -1.201, 0.395)  0.1120
H (-1.040, 2.591, 0.291)  0.0882

Orbital gap (eV): 8.53
HOMO energy (eV): -7.46
SMILES string: CC1=CN[C@@H]1N

=====

Structures ranked by computed energy, the most stable listed first: two, one.

=====

## one
The following is a quantum chemistry calculation of a cluster of 2 separate species, C4H8N2 in total, from OMol25.

Last column: Löwdin charge in e.
Element x y z (Å)
C (-1.175, -0.896, -1.613)  -0.2877
H (1.802, 1.004, 0.498)  0.1046
C (-0.820, -0.066, 1.095)  -0.0034
H (2.219, -0.724, 0.260)  0.0962
H (0.991, -0.638, -1.625)  0.1019
H (-0.991, 1.862, -0.282)  0.0607
H (1.558, -0.179, 1.825)  0.0928
H (-0.590, 0.191, 2.119)  0.0765
H (-1.839, -0.166, 0.745)  0.0759
H (-0.704, 1.674, -0.952)  0.0602
C (1.533, -0.028, 0.746)  -0.0162
C (0.076, -0.583, -1.057)  -0.1948
N (0.171, -0.292, 0.265)  -0.2942
N (-2.233, -1.161, -2.025)  0.1274

Orbital gap (alpha / beta) (eV): 8.23 / 8.23
HOMO energy (alpha / beta) (eV): -7.77 / -7.77

=====

## two
The following is a quantum chemistry calculation of an isolated molecule of C4H8N2, from OMol25.

Last column: Löwdin charge in e.
Element x y z (Å)
H (1.153, 1.900, -0.664)  0.0860
C (0.524, 1.439, 0.005)  -0.0829
C (1.491, -1.097, -0.223)  -0.0392
H (0.195, 2.224, 0.759)  0.1427
N (-0.360, 0.478, -0.522)  -0.0674
H (-2.447, 1.178, -0.145)  0.1164
C (0.590, 0.058, 0.430)  -0.3101
H (0.215, -0.583, 1.208)  0.1295
C (-1.629, 0.405, -0.126)  -0.2720
N (-2.520, -0.642, 0.026)  0.0414
H (2.275, -1.025, 0.616)  0.0932
H (2.075, -0.759, -1.035)  0.0411
H (0.707, -1.926, -0.319)  0.1046
H (-2.270, -1.651, -0.011)  0.0169

Orbital gap (eV): 10.16
HOMO energy (eV): -9.24
SMILES string: [H]/N=C\N1C[C@@H]1C

=====

## three
The following is a quantum chemistry calculation of an isolated molecule of C4H8N2, from OMol25.

Last column: Löwdin charge in e.
Element x y z (Å)
C (-0.358, -0.235, 0.390)  -0.3683
N (0.622, -1.015, -0.285)  -0.0768
H (1.575, 1.364, 0.115)  0.0420
C (2.250, 0.546, 0.068)  -0.0523
H (-0.038, 0.098, 1.412)  0.1564
H (-1.321, 1.730, 0.004)  0.1140
N (1.890, -0.677, -0.160)  -0.0688
H (-0.977, 0.705, -1.506)  0.1115
C (-1.100, 0.731, -0.426)  -0.1591
H (0.506, -2.014, -0.059)  0.1408
H (-2.544, -0.363, 0.903)  0.0966
C (-1.822, -0.438, 0.102)  -0.1110
H (-1.998, -1.196, -0.705)  0.1201
H (3.315, 0.764, 0.146)  0.0549

Orbital gap (eV): 9.92
HOMO energy (eV): -8.74
SMILES string: C=NNC1CC1

=====

## four
The following is a quantum chemistry calculation of a structure of composition C4H8N2, from OMol25.

Last column: Löwdin charge in e.
Element x y z (Å)
C (-1.613, 0.129, -0.403)  -0.2132
C (0.031, 0.703, -1.383)  -0.1839
N (0.848, -0.040, 1.835)  0.0202
H (2.366, -0.065, 0.479)  0.0574
H (-0.651, -1.335, -2.039)  0.0788
H (-2.663, 0.254, -0.697)  0.1036
C (1.771, -0.633, 1.197)  -0.1290
H (0.380, -0.692, 2.469)  0.0452
N (-0.825, 1.396, -0.481)  -0.0280
H (0.928, 1.105, -1.850)  0.1009
H (-0.385, 1.637, 0.408)  0.0794
C (-0.669, -0.436, -1.438)  -0.0896
H (2.037, -1.690, 1.314)  0.0678
H (-1.554, -0.332, 0.590)  0.0905

Orbital gap (eV): 9.44
HOMO energy (eV): -8.35

=====

Structures ranked by computed energy, the most stable listed first: three, four, one, two.

=====

## one
The following is a quantum chemistry calculation of an isolated molecule of C4H8N2, from OMol25.

Last column: Löwdin charge in e.
Element x y z (Å)
H (1.228, 1.226, -1.180)  0.1153
C (0.382, -0.585, -0.288)  -0.0790
H (-2.184, -0.135, 1.582)  0.0896
H (-2.614, 1.129, -0.351)  0.0904
H (2.379, -0.323, 1.058)  0.0750
H (-2.146, -0.362, -1.322)  0.1021
C (1.513, 0.265, -0.737)  -0.2455
H (1.120, 0.789, 1.131)  0.0680
N (1.974, 0.508, 0.637)  -0.0141
N (-1.861, -0.665, 0.768)  0.0166
C (-0.730, -0.001, 0.194)  -0.3231
H (2.293, -0.203, -1.348)  0.1113
C (-2.019, 0.230, -0.419)  -0.1278
H (0.629, -1.616, -0.051)  0.1210

Orbital gap (eV): 8.59
HOMO energy (eV): -7.94
SMILES string: NC/C=C1\CN1

=====

## two
The following is a quantum chemistry calculation of an isolated molecule of C4H8N2, from OMol25.

Last column: Löwdin charge in e.
Element x y z (Å)
H (0.196, 1.993, 0.091)  0.1032
H (1.197, -1.992, -0.204)  0.0730
C (0.070, -0.157, 0.037)  -0.2531
H (-0.431, 1.275, 1.630)  0.0788
H (-1.285, -1.561, -1.152)  0.1308
N (-3.480, -0.060, -0.285)  0.0382
H (-3.983, 0.708, 0.157)  0.0347
C (0.270, 1.124, 0.796)  -0.0727
C (1.314, -0.944, -0.219)  -0.0660
C (-1.251, -0.688, -0.373)  -0.1189
H (2.018, -0.704, 0.451)  0.0279
H (1.654, -0.732, -1.203)  0.0872
N (-2.276, 0.161, 0.023)  -0.1343
H (1.287, 0.975, 1.207)  0.0713

Orbital gap (alpha / beta) (eV): 8.90 / 8.91
HOMO energy (alpha / beta) (eV): -8.73 / -8.73
SMILES string: [H]/N=N/C=C(C)C

=====

Structures ranked by computed energy, the most stable listed first: two, one.